This record from OMol25 describes the molecule C5H5N at a distorted geometry. The level of theory is wB97M-V/def2-TZVPD.

The geometry in XYZ format:
```
11
Properties=species:S:1:pos:R:3:mulliken_charge:R:1
C 0.31553 1.48941 1.87556 0.16
C 0.11336 0.57962 1.10094 -0.86
C -0.15165 -0.53578 0.16713 0.65
C -1.63566 -0.67912 -0.18707 -1.27
C 0.63975 -0.33523 -1.06034 0.06
N 1.36232 -0.23889 -1.97362 -0.42
H 0.50840 2.24208 2.60072 0.44
H 0.23220 -1.49346 0.60190 0.21
H -2.00240 0.19579 -0.69770 0.33
H -2.21143 -0.80477 0.73450 0.35
H -1.75098 -1.58082 -0.80135 0.35
```

Structure (SMILES): C#C[C@@H](C)C#N
HOMO energy (eV): -10.708
Multiplicity: 1
Energy relative to the best compared isomer or geometry (same formula, charge and spin) (kcal/mol): 51.1
LUMO level (eV): 0.8
Orbital gap (eV): 11.5
E_tot (eV): -6753.692
F_max (eV Å⁻¹): 2.7

***

This record from OMol25 describes a cluster of 2 separate species, C5H5N in total at a distorted geometry. The level of theory is wB97M-V/def2-TZVPD.

The geometry in XYZ format:
```
11
Properties=species:S:1:pos:R:3:mulliken_charge:R:1
C 0.77577 -1.15039 0.25245 -0.46
C -1.33008 0.61600 0.04772 0.40
C 1.67637 -0.29885 0.02190 0.32
C 2.80017 0.40486 0.02204 -0.45
C -2.35299 -0.38856 -0.03668 -0.72
N -0.50460 1.40806 0.08426 -0.43
H 3.51670 0.65570 0.74624 0.30
H 3.18056 0.71650 -0.91545 0.23
H -3.11051 -0.14872 0.66130 0.29
H -1.91544 -1.46661 0.25578 0.30
H -2.73595 -0.34800 -1.13956 0.22
```

HOMO energy (eV): -9.951
Multiplicity: 1
Energy relative to the best compared isomer or geometry (same formula, charge and spin) (kcal/mol): 135.0
LUMO level (eV): -1.4
Orbital gap (eV): 8.5
E_tot (eV): -6750.056
F_max (eV Å⁻¹): 3.2

***

This record from OMol25 describes the ion C5H5N2O with charge +1 at a distorted geometry. The level of theory is wB97M-V/def2-TZVPD.

The geometry in XYZ format:
```
13
Properties=species:S:1:pos:R:3:mulliken_charge:R:1
C 0.62861 0.49612 -0.23471 -0.71
C 0.72370 -1.75935 -0.51285 -0.03
C -0.46167 1.20867 -0.23427 0.51
C 0.95126 -0.96891 1.84408 0.71
C -1.52537 1.92661 -0.37106 -0.72
N 0.64799 -0.64595 -1.03347 -0.28
N 0.81065 -1.92229 0.95906 -0.13
O 0.86524 -0.12381 2.63014 -0.15
H 1.53012 0.90189 0.22576 0.49
H 0.67210 -2.62427 -1.19952 0.40
H -2.40637 1.92497 0.09662 0.35
H -1.53216 2.51216 -1.23489 0.24
H 0.69874 -2.85950 1.36953 0.32
```

Net charge: +1
HOMO energy (eV): -13.677
Multiplicity: 1
Energy relative to the best compared isomer or geometry (same formula, charge and spin) (kcal/mol): 67.7
LUMO level (eV): -5.6
Orbital gap (eV): 8.0
E_tot (eV): -10282.203
F_max (eV Å⁻¹): 3.9